[1]
{
  "formula": "C40H44F3GeIrN3O2PS2",
  "method": "the ωB97M-V functional and the def2-TZVPD basis",
  "multiplicity": 2,
  "relative_energy_ev": 1.4316,
  "s2": 0.7562,
  "homo_energy_ev": [-8.7, -10.8],
  "total_charge": 1,
  "orbital_gap_ev": [5.9, 7.8],
  "largest_force_ev_per_a": 0.40,
  "species": ["Ir", "Ge", "S", "S", "P", "F", "F", "F", "O", "O", "N", "N", "N", "C", "C", "C", "C", "C", "C", "C", "C", "C", "C", "C", "C", "C", "C", "C", "C", "C", "C", "C", "C", "C", "C", "C", "C", "C", "C", "C", "C", "C", "C", "C", "C", "C", "C", "C", "C", "C", "C", "C", "C", "H", "H", "H", "H", "H", "H", "H", "H", "H", "H", "H", "H", "H", "H", "H", "H", "H", "H", "H", "H", "H", "H", "H", "H", "H", "H", "H", "H", "H", "H", "H", "H", "H", "H", "H", "H", "H", "H", "H", "H", "H", "H", "H", "H"],
  "xyz": [[-0.27, -0.15, 0.69], [-1.27, -0.56, -3.04], [1.08, -0.79, 2.45], [-1.76, 0.48, 2.40], [-0.42, -0.25, 3.75], [-0.57, -2.72, -0.38], [-1.09, -2.69, 1.70], [-2.40, -1.80, 0.26], [-0.86, 1.71, -0.48], [1.20, -0.39, -0.79], [-0.73, 3.73, 0.59], [3.10, 0.84, -0.98], [3.19, -1.39, -0.33], [2.57, -2.70, -0.21], [1.32, 1.68, 4.75], [3.23, -0.80, -4.52], [2.51, 0.36, -4.73], [0.53, -0.66, -3.76], [-1.09, -1.94, 0.59], [-1.07, -1.61, 4.72], [-0.73, -3.22, 6.47], [4.55, 0.89, -1.10], [-3.18, 1.62, -2.79], [0.86, 2.96, 6.74], [-1.77, -3.27, -4.04], [-0.69, 1.26, 6.03], [2.61, -1.90, -3.94], [-3.84, 3.16, -4.51], [-0.32, 2.26, 6.93], [-2.52, -4.43, -4.22], [-2.80, -3.18, 5.23], [1.28, -1.82, -3.55], [2.37, 2.00, -1.45], [-0.26, -2.15, 5.72], [1.69, 2.67, 5.66], [-4.30, -3.47, -2.92], [-2.28, 1.00, -3.65], [-2.00, -3.73, 6.22], [-1.21, 2.89, -0.32], [-2.27, -2.20, -3.31], [-3.78, -4.53, -3.65], [0.34, 3.39, 1.50], [0.14, 0.98, 4.94], [5.17, 0.02, -0.02], [1.17, 0.43, -4.35], [-2.18, 1.48, -4.96], [-1.24, 5.09, 0.67], [-3.55, -2.32, -2.75], [2.47, -0.32, -0.69], [4.64, -1.38, -0.17], [-3.96, 2.69, -3.21], [-2.34, -2.12, 4.47], [-2.95, 2.56, -5.38], [2.98, 1.22, -5.20], [3.16, -2.82, -3.78], [2.55, 2.16, -2.51], [0.02, 3.56, 2.53], [4.86, 1.93, -0.99], [2.62, 3.20, 5.53], [0.62, 2.35, 1.40], [-3.96, -1.50, -2.17], [-2.37, -4.56, 6.81], [-2.95, -1.70, 3.68], [4.91, 0.43, 0.96], [-1.60, 0.70, 6.19], [4.88, -1.98, 0.72], [-4.44, 3.99, -4.84], [-3.28, 1.25, -1.77], [4.26, -0.86, -4.84], [-5.29, -3.54, -2.48], [2.71, 2.88, -0.90], [-0.96, 2.48, 7.77], [1.96, 1.45, 3.91], [-0.79, -3.20, -4.51], [3.19, -3.43, -0.74], [-0.11, -3.65, 7.24], [5.10, -1.88, -1.03], [4.86, 0.55, -2.09], [-4.36, -5.43, -3.79], [-0.45, 5.81, 0.42], [-1.51, 1.00, -5.67], [1.22, 4.01, 1.29], [-2.12, -5.25, -4.80], [1.31, 1.86, -1.29], [0.72, -1.74, 5.91], [-2.07, 5.22, -0.02], [-3.79, -3.59, 5.05], [-1.98, 3.31, -0.97], [6.26, 0.02, -0.10], [0.81, -2.68, -3.08], [1.15, 3.73, 7.44], [0.63, 1.36, -4.50], [1.58, -2.68, -0.66], [2.48, -3.00, 0.83], [-2.86, 2.91, -6.40], [-1.59, 5.30, 1.68], [-4.67, 3.14, -2.53]]
}


[2]
{
  "formula": "C40H44NO3PPtS2Si",
  "method": "the ωB97M-V functional and the def2-TZVPD basis",
  "relative_energy_ev": 0.3604,
  "homo_energy_ev": -1.2,
  "total_charge": -2,
  "orbital_gap_ev": 5.4,
  "largest_force_ev_per_a": 0.71,
  "species": ["Pt", "S", "S", "P", "Si", "O", "O", "O", "N", "C", "C", "C", "C", "C", "C", "C", "C", "C", "C", "C", "C", "C", "C", "C", "C", "C", "C", "C", "C", "C", "C", "C", "C", "C", "C", "C", "C", "C", "C", "C", "C", "C", "C", "C", "C", "C", "C", "C", "C", "H", "H", "H", "H", "H", "H", "H", "H", "H", "H", "H", "H", "H", "H", "H", "H", "H", "H", "H", "H", "H", "H", "H", "H", "H", "H", "H", "H", "H", "H", "H", "H", "H", "H", "H", "H", "H", "H", "H", "H", "H", "H", "H", "H"],
  "xyz": [[-0.45, -0.14, -0.34], [-1.04, -2.91, -2.14], [-1.96, -2.03, -0.41], [-1.84, 1.28, -1.48], [0.84, -1.81, 2.23], [-0.32, -1.79, -2.73], [-0.14, -3.95, -1.62], [-2.09, -3.44, -2.99], [-1.04, 0.10, 3.15], [-3.52, 0.56, 4.71], [4.28, -3.76, 3.73], [0.98, 1.30, -0.74], [-2.26, 0.23, -4.04], [0.13, 3.63, -4.25], [-0.60, 2.24, -2.42], [1.74, 2.54, -2.83], [-0.51, -3.85, 3.76], [-4.09, -1.17, -4.68], [-4.54, -0.37, -1.02], [2.58, -2.20, 2.95], [0.72, 2.02, -2.02], [-4.21, 2.84, -1.72], [1.45, 3.33, -3.93], [-3.48, 4.73, 0.13], [-2.15, 1.20, 5.08], [-0.09, -3.44, 2.48], [-2.61, 3.66, -0.11], [-5.06, 3.90, -1.45], [3.01, -3.50, 3.24], [-2.79, 0.38, -2.76], [-1.12, -5.07, 3.96], [-0.91, -5.55, 1.63], [0.21, -0.54, 3.50], [-1.31, 3.65, 0.63], [-0.89, 3.09, -3.49], [-2.91, -0.53, -4.99], [-3.96, -0.32, -2.41], [5.17, -2.72, 3.95], [-0.30, -4.32, 1.42], [1.07, -1.25, 0.50], [-1.33, 1.37, 3.80], [-4.69, 4.85, -0.52], [3.50, -1.17, 3.17], [4.78, -1.42, 3.67], [-2.17, -0.82, 3.12], [-2.99, 2.69, -1.06], [-1.32, -5.93, 2.89], [-3.48, -0.07, 3.32], [-4.61, -1.06, -3.40], [-4.11, 0.35, -0.33], [2.01, 0.93, -0.74], [4.57, -4.78, 3.94], [2.77, 2.33, -2.57], [-0.38, 1.88, 3.99], [2.00, -0.66, 0.50], [-0.02, -4.05, 0.41], [-0.10, 4.26, -5.11], [1.27, -2.12, -0.13], [-0.72, 2.76, 0.43], [-3.58, 0.69, 2.54], [-1.82, -6.89, 3.04], [-5.62, -0.19, -1.05], [-3.76, -0.21, 5.44], [-0.72, 4.52, 0.35], [-4.60, -1.79, -5.41], [2.26, 3.71, -4.54], [-1.07, -6.20, 0.77], [-2.45, -0.66, -5.97], [-4.35, -1.36, -0.61], [-5.51, -1.60, -3.13], [3.23, -0.15, 2.94], [0.95, 2.05, 0.07], [2.32, -4.33, 3.08], [-1.31, 0.68, -4.28], [-1.89, 2.01, 3.11], [-6.00, 3.98, -1.99], [0.20, -1.03, 4.50], [-4.32, -0.76, 3.19], [-2.09, -1.58, 3.91], [-5.35, 5.69, -0.29], [-3.18, 5.48, 0.86], [-4.49, 2.12, -2.47], [-1.61, 0.55, 5.77], [-4.31, 1.31, 4.77], [0.99, 0.24, 3.56], [-2.29, 2.16, 5.58], [-0.35, -3.20, 4.61], [-1.49, 3.68, 1.70], [-1.45, -5.35, 4.96], [-2.18, -1.36, 2.17], [5.47, -0.59, 3.83], [6.16, -2.92, 4.34], [-1.93, 3.27, -3.76]]
}


Q: Which formula does entry 1 have?
A: C40H44F3GeIrN3O2PS2